No. 1
93
Properties=species:S:1:pos:R:3 method="wB97M-V/def2-TZVPD" lumo_energy_ha=0.07756 orbital_gap_ev=6.23 charge=-1 homo_energy_ev=-4.116 spin_multiplicity=1
Y 0.340 -0.381 -0.755
O -4.617 -4.556 2.762
C -4.020 -3.602 3.530
O -4.200 -3.620 4.727
C -3.202 -2.602 2.843
C -2.689 -1.549 3.614
C -1.871 -0.589 3.088
C -1.473 -0.623 1.727
C -2.064 -1.647 0.940
C -2.878 -2.608 1.476
N -0.613 0.245 1.128
C 0.122 1.111 1.917
C 0.945 2.108 1.487
C 1.849 2.763 2.399
C 2.959 3.380 1.954
C 3.206 3.443 0.545
C 2.217 3.077 -0.294
N 1.043 2.500 0.123
H -4.393 -4.439 1.831
H -2.964 -1.519 4.658
H -1.520 0.197 3.738
H -1.835 -1.682 -0.128
H -3.247 -3.383 0.812
H 0.124 0.946 2.989
H 1.627 2.697 3.454
H 3.658 3.840 2.635
H 4.155 3.796 0.179
H 2.293 3.215 -1.365
N 2.343 0.808 -3.546
C 2.966 0.628 -2.338
N 4.258 0.846 -2.132
N 4.437 0.604 -0.840
N 3.341 0.265 -0.280
N 2.347 0.268 -1.193
C 1.061 0.414 -3.820
N 0.552 0.369 -5.047
N -0.702 -0.022 -4.880
N -0.961 -0.210 -3.644
N 0.131 0.069 -2.900
H 2.937 0.957 -4.348
O 0.444 -2.379 -0.712
C 1.407 -3.064 0.008
C 2.779 -2.797 -0.583
C 3.039 -2.621 -1.911
C 4.412 -2.418 -2.179
C 5.174 -2.468 -1.058
S 4.233 -2.762 0.350
C 1.139 -4.552 -0.096
C 0.018 -5.154 -0.570
C 0.093 -6.565 -0.538
C 1.268 -7.010 -0.032
S 2.315 -5.716 0.410
C 1.351 -2.654 1.470
C 1.870 -1.540 2.065
C 1.553 -1.467 3.444
C 0.789 -2.504 3.868
S 0.438 -3.604 2.595
H 2.266 -2.634 -2.665
H 4.809 -2.238 -3.162
H 6.230 -2.312 -0.966
H -0.821 -4.586 -0.930
H -0.698 -7.208 -0.885
H 1.599 -8.020 0.105
H 2.485 -0.809 1.558
H 1.897 -0.682 4.096
H 0.397 -2.696 4.847
Br -7.390 -0.164 -1.210
C -5.533 0.260 -1.121
C -4.962 0.631 0.085
C -3.611 0.946 0.084
N -2.838 0.872 -0.990
C -3.406 0.518 -2.136
C -4.755 0.213 -2.262
H -5.543 0.671 0.992
H -3.138 1.273 1.000
H -2.745 0.447 -2.993
H -5.171 -0.056 -3.221
C -2.171 5.304 -0.488
Si -0.351 4.811 -0.793
C 0.128 5.259 -2.585
C 0.757 5.803 0.404
C -0.182 2.900 -0.569
H -2.297 6.377 -0.588
H -2.503 5.028 0.508
H -2.839 4.827 -1.198
H 0.102 6.333 -2.741
H -0.550 4.805 -3.302
H 1.131 4.919 -2.828
H 0.374 6.812 0.532
H 1.772 5.882 0.027
H 0.814 5.343 1.386
H -1.029 2.507 -0.006
H -0.214 2.429 -1.559



No. 2
64
Properties=species:S:1:pos:R:3 method="wB97M-V/def2-TZVPD" lumo_energy_ha=-0.04285 orbital_gap_ev=1.90 charge=0 homo_energy_ev=-3.063 spin_multiplicity=1
C -0.875 -1.442 3.608
C -0.202 -0.861 2.492
N 0.414 -0.552 1.110
C 1.703 -1.395 1.211
C 1.513 -2.598 0.114
C 2.245 -4.048 0.334
Cl 1.126 -5.435 -0.296
C 2.641 -4.400 1.886
C 4.284 -4.364 2.008
C -0.111 -2.602 -0.111
C -0.479 -0.971 -0.077
C -0.050 -0.203 -1.473
C 0.267 -1.216 -2.731
C 0.047 -0.307 -4.118
N 1.123 -0.567 -5.158
C -2.104 -1.025 0.147
C -2.843 0.435 0.232
C -2.895 1.105 1.728
P -1.715 2.646 1.875
O -0.803 2.423 3.186
O -2.699 4.063 2.150
C -2.548 5.058 1.078
C -3.275 4.670 -0.340
O -0.610 2.799 0.538
C 0.641 3.448 0.959
C 1.513 3.991 -0.335
H -1.521 -2.016 4.426
H 0.686 0.464 1.176
H 1.763 -1.648 2.360
H 2.712 -0.781 1.062
H 2.127 -2.166 -0.815
H 3.200 -4.082 -0.352
H 2.325 -5.536 2.066
H 2.075 -3.779 2.700
H 4.647 -4.855 3.034
H 4.738 -5.069 1.163
H 4.748 -3.288 1.856
H -0.585 -3.242 -0.970
H -0.597 -3.107 0.853
H 0.913 0.483 -1.309
H -0.886 0.551 -1.870
H -0.475 -2.117 -2.834
H 1.409 -1.560 -2.785
H -0.991 -0.654 -4.587
H -0.051 0.834 -3.880
H 1.828 0.202 -5.204
H 1.562 -1.509 -5.036
H -2.442 -1.709 1.061
H -2.552 -1.570 -0.816
H -3.979 0.252 -0.088
H -2.433 1.248 -0.502
H -2.770 0.351 2.617
H -3.990 1.565 1.848
H -1.436 5.348 0.826
H -3.065 6.053 1.471
H -2.672 3.768 -0.834
H -3.220 5.580 -1.095
H -4.406 4.414 -0.166
H 1.358 2.743 1.595
H 0.399 4.415 1.610
H 0.940 3.925 -1.354
H 2.474 3.285 -0.386
H 1.902 5.060 -0.058
Br -0.045 -0.505 -6.800